1.
93
Properties=species:S:1:pos:R:3 method="wB97M-V/def2-TZVPD" s2=2.01 homo_lumo_gap_ha="0.275 / 0.275" multiplicity=3 charge=-1 e_above_lowest_kj_mol=54.1 fmax_ev_per_a=1.10
V -0.8549 0.5673 -0.6144
O 1.2777 0.7340 -1.2376
C 1.8289 -0.5305 -1.6745
C 0.9997 -1.6074 -0.9315
O 1.3184 -2.7755 -1.0041
O 0.0696 -1.1396 -0.1558
C 1.7596 -0.6501 -3.1952
C 1.8203 -1.8990 -3.8047
C 1.8186 -2.0040 -5.1865
C 1.7679 -0.8720 -5.9852
C 1.7251 0.3764 -5.3887
C 1.7282 0.4806 -4.0048
C 3.2619 -0.5920 -1.1538
C 4.3679 -0.4975 -1.9807
C 5.6507 -0.5113 -1.4389
C 5.8332 -0.6264 -0.0729
C 4.7249 -0.7295 0.7637
C 3.4538 -0.7121 0.2239
H 1.5816 1.4346 -1.8257
H 1.8545 -2.7839 -3.1866
H 1.8416 -2.9856 -5.6425
H 1.7431 -0.9624 -7.0630
H 1.6588 1.2727 -5.9903
H 1.6701 1.4863 -3.6011
H 4.2401 -0.4205 -3.0528
H 6.5073 -0.4369 -2.0963
H 6.8319 -0.6427 0.3447
H 4.8514 -0.8336 1.8335
H 2.5947 -0.8155 0.8783
O -2.3240 4.7322 -6.0627
C -2.7269 5.0128 -4.9185
O -3.2616 6.0484 -4.4818
C -2.3700 3.9689 -3.8460
C -2.3857 4.2915 -2.4956
C -2.0156 3.3506 -1.5547
N -1.6657 2.1069 -1.8959
C -1.7213 1.7607 -3.1952
C -2.0355 2.6593 -4.1882
C -1.4914 0.2910 -3.4412
O -1.6768 -0.2306 -4.5162
O -1.1361 -0.3315 -2.3429
H -2.6898 5.2897 -2.2116
H -1.9924 3.5630 -0.4961
H -2.0417 2.3561 -5.2255
N -2.1232 -1.8280 1.7257
P -0.7857 -1.0826 2.5408
C -1.5205 -1.1303 4.2251
C -1.1563 -1.9896 5.2537
C -1.7766 -1.9067 6.4961
C -2.7699 -0.9684 6.7199
C -3.1427 -0.1035 5.6962
C -2.5156 -0.1793 4.4654
C 0.4160 -2.4374 2.6261
C 0.3362 -3.6156 1.8992
C 1.3533 -4.5585 1.9756
C 2.4614 -4.3291 2.7736
C 2.5594 -3.1431 3.4927
C 1.5478 -2.2017 3.4122
C -2.9314 -1.4376 0.6963
C -4.0093 -2.3072 0.3929
C -4.9661 -1.9214 -0.4978
C -4.8777 -0.6618 -1.0985
C -3.7739 0.0883 -0.8084
N -2.7793 -0.2825 0.0362
H -2.4244 -2.7127 2.1107
H -0.3891 -2.7374 5.0931
H -1.4819 -2.5855 7.2867
H -3.2521 -0.9035 7.6868
H -3.9126 0.6392 5.8607
H -2.7959 0.5160 3.6813
H -0.4885 -3.7781 1.2187
H 1.2898 -5.4581 1.3784
H 3.2583 -5.0598 2.8204
H 3.4305 -2.9465 4.1050
H 1.6402 -1.2735 3.9678
H -4.0584 -3.2643 0.8945
H -5.7894 -2.5855 -0.7299
H -5.6153 -0.2909 -1.7925
H -3.6274 1.0480 -1.2820
C 1.4560 1.8219 1.9963
C 0.3235 2.6554 1.3994
O -0.5984 1.8630 0.7595
C -0.4487 3.3607 2.5362
F 0.3144 4.3009 3.1422
F -1.5706 3.9576 2.1211
F -0.8085 2.4753 3.4831
C 0.9503 3.7354 0.4679
F 1.2300 3.2099 -0.7371
F 0.1527 4.7969 0.2713
F 2.1096 4.2083 0.9595
H 1.0246 1.0897 2.6753
H 2.1875 2.4293 2.5287
H 1.9560 1.2915 1.1898

---

2.
99
Properties=species:S:1:pos:R:3 method="wB97M-V/def2-TZVPD" homo_lumo_gap_ha=0.352 multiplicity=1 charge=0 fmax_ev_per_a=6.66
O -3.1419 -2.0314 -0.8861
C -2.4635 -1.0766 -0.3630
F -1.7545 -0.2340 -1.2482
C -2.4604 -0.9408 1.2354
Si -1.5961 0.6302 1.9139
C 0.2926 0.7119 1.6321
C 1.1755 -0.0512 2.7426
O 2.3507 -0.3259 2.4364
Br 0.5722 -0.5413 4.5703
O -2.2637 2.1014 1.2114
Si -3.3822 2.8459 2.2908
F -2.9178 2.7805 3.9574
H -3.5686 -0.8628 1.5508
H -2.0865 -1.9243 1.6900
H -1.7895 0.6098 3.3791
H 0.5844 1.8264 1.7228
H 0.6382 0.3893 0.5885
H -3.4223 4.2744 1.9267
H -4.7041 2.2603 2.0566
C -0.0399 0.8705 -4.2625
C 1.3097 0.6719 -3.6245
O 1.5149 0.9911 -2.4681
C 2.3939 0.0633 -4.4733
H -0.7215 1.3167 -3.5351
H 0.0484 1.5431 -5.1184
H -0.4464 -0.0931 -4.5784
H 2.5906 0.6998 -5.3382
H 2.0937 -0.9354 -4.7986
H 3.3097 -0.0205 -3.8860
C 4.6100 -2.4488 -6.4958
C 5.6547 -1.5911 -5.8301
O 5.4098 -0.4483 -5.4889
C 7.0117 -2.2016 -5.6036
H 3.6831 -1.8799 -6.5944
H 4.9488 -2.7413 -7.4919
H 4.4140 -3.3347 -5.8881
H 7.4573 -2.4827 -6.5591
H 6.9219 -3.0765 -4.9559
H 7.6583 -1.4732 -5.1183
C -3.6594 -0.8371 7.1772
C -3.6328 -1.0500 5.6876
O -2.6498 -0.7697 5.0252
C -4.8699 -1.6230 5.0488
H -2.7032 -0.4197 7.5000
H -4.4548 -0.1349 7.4380
H -3.8150 -1.7905 7.6863
H -5.7179 -0.9551 5.2166
H -5.0791 -2.6111 5.4638
H -4.7091 -1.7221 3.9730
C -1.6880 7.5402 6.4751
C -2.3006 6.6381 5.4363
O -2.6559 7.0690 4.3558
C -2.4564 5.1822 5.7869
H -1.6382 8.5591 6.0856
H -2.3033 7.5399 7.3773
H -0.6753 7.2047 6.7082
H -3.1067 5.0783 6.6582
H -1.4774 4.7424 5.9889
H -2.9071 4.6533 4.9505
C 1.7622 -4.4893 0.0323
C 0.5334 -3.6216 -0.0170
O 0.2966 -2.8057 0.8488
C -0.3989 -3.7950 -1.1781
H 2.3386 -4.2497 0.9283
H 1.4727 -5.5415 0.0728
H 2.3847 -4.3019 -0.8450
H -0.7885 -4.8152 -1.1930
H 0.1247 -3.5751 -2.1113
H -1.2396 -3.1029 -1.0738
C 11.9999 -1.9721 -4.7758
C 10.7065 -1.3989 -5.2913
O 9.7369 -2.1061 -5.4921
C 10.6593 0.0840 -5.5485
H 11.8882 -3.0493 -4.6365
H 12.7996 -1.7934 -5.4977
H 12.2506 -1.5189 -3.8144
H 11.3995 0.3538 -6.3047
H 10.8503 0.6283 -4.6213
H 9.6678 0.3563 -5.9163
C -2.9642 -2.4852 -4.1551
C -2.4325 -2.5742 -5.5604
O -1.2654 -2.8420 -5.7793
C -3.4005 -2.3191 -6.6856
H -2.1577 -2.6918 -3.4496
H -3.3457 -1.4799 -3.9650
H -3.7547 -3.2242 -4.0087
H -3.8021 -1.3065 -6.6080
H -4.2105 -3.0506 -6.6522
H -2.8796 -2.4169 -7.6403
C -7.7988 3.1355 5.7527
C -6.6562 2.3698 6.3651
O -6.8435 1.3299 6.9698
C -5.2729 2.9395 6.2007
H -8.7345 2.6082 5.9496
H -7.8584 4.1319 6.1956
H -7.6597 3.2100 4.6721
H -5.2199 3.9269 6.6636
H -5.0220 3.0040 5.1402
H -4.5508 2.2835 6.6915

---

3.
14
Properties=species:S:1:pos:R:3 method="wB97M-V/def2-TZVPD" s2=0.75 homo_lumo_gap_ha="0.336 / 0.148" multiplicity=2 charge=+1 e_above_lowest_kj_mol=65.1 fmax_ev_per_a=2.68
C 0.4923 -1.0207 -1.7758
C 1.5827 -0.0398 -1.2796
S 0.9563 1.6155 -0.9914
N 1.0867 -2.2864 -2.2249
H -0.2024 -0.5785 -2.4692
H 0.0809 -1.2504 -0.7802
H 2.3246 0.1733 -2.0643
H 2.1931 -0.3848 -0.4400
H -0.2511 1.1805 -0.5547
H 1.1473 -2.2133 -3.2449
H 0.3248 -2.9517 -2.1218
H -2.6269 2.2740 6.4222
H -4.0264 2.6663 5.7532
O -3.0820 2.8160 5.7715